# C2H3F2PS

A 2-piece molecular cluster, C2H3F2PS overall at a distorted geometry (ωB97M-V/def2-TZVPD, OMol25).

As for the lowest unoccupied orbital energy (spin up / spin down): -0.0568 / -0.0567 hartree. The relative energy (zero: lowest compared OMol25 entry of this formula, charge and spin) comes out at 339.7 kJ/mol.

```
9
Properties=species:S:1:pos:R:3:nbo_charge:R:1
C -1.812 0.544 -0.216 -0.46
C -1.001 -0.408 0.102 -0.05
F 1.819 -1.200 -0.857 -0.59
F 1.781 -0.905 1.554 -0.59
P 1.484 0.105 0.210 1.43
S 2.815 1.467 -0.032 -0.45
H -2.862 0.236 -0.455 0.25
H -1.444 1.438 -0.796 0.26
H -0.780 -1.276 0.490 0.20
```

# C41H35N3O2STeTi

C41H35N3O2STeTi as an isolated structure at a distorted geometry (ωB97M-V/def2-TZVPD, OMol25).

Its charge is +1. Its spin multiplicity is 2. As for the lowest unoccupied orbital energy (spin up / spin down): -0.1106 / -0.1484 hartree. The relative energy (zero: lowest compared OMol25 entry of this formula, charge and spin) comes out at 182.1 kJ/mol. The expectation value of S² is 0.7717.

```
84
Properties=species:S:1:pos:R:3:mulliken_spin:R:1
Ti 0.093 -0.798 -0.957 0.58
C -1.172 2.166 4.977 0.00
C -1.159 1.739 3.539 0.00
C -2.211 2.043 2.684 0.02
C -2.227 1.646 1.348 -0.01
C -3.421 2.002 0.508 0.00
O -4.527 1.925 0.997 0.00
C -3.208 2.450 -0.893 0.00
C -4.251 2.327 -1.804 0.00
C -4.079 2.765 -3.106 0.00
C -2.878 3.346 -3.493 0.00
C -1.843 3.490 -2.579 0.00
C -2.005 3.034 -1.280 0.00
C -1.165 0.890 0.890 -0.04
O -1.149 0.368 -0.385 0.00
C -0.086 0.573 1.711 -0.10
C -0.086 1.009 3.029 0.03
C 1.008 -0.241 1.107 0.27
N 0.770 -1.523 0.718 -0.02
C -0.346 -2.263 1.352 0.03
C 0.088 -2.926 2.641 0.01
Te -1.465 -4.209 3.346 0.00
C -2.859 -2.644 3.380 0.00
C -2.916 -1.798 4.484 0.00
C -3.783 -0.715 4.485 0.00
C -4.595 -0.469 3.388 0.00
C -4.551 -1.316 2.292 0.00
C -3.691 -2.404 2.288 0.00
C 2.349 0.315 0.981 0.03
C 3.443 -0.521 0.714 0.09
C 4.703 0.020 0.549 -0.04
C 4.892 1.394 0.647 0.08
C 3.818 2.230 0.919 -0.04
C 2.552 1.698 1.087 0.09
H -2.058 2.757 5.203 0.00
H -0.297 2.768 5.219 0.00
H -1.169 1.300 5.640 0.00
H -3.060 2.607 3.047 0.00
H -5.186 1.890 -1.481 0.00
H -4.884 2.663 -3.820 0.00
H -2.751 3.693 -4.509 0.00
H -0.913 3.955 -2.879 0.00
H -1.202 3.145 -0.561 0.00
H 0.760 0.774 3.665 0.00
H -0.690 -3.021 0.642 -0.02
H -1.204 -1.610 1.548 0.00
H 0.309 -2.187 3.408 0.00
H 0.973 -3.542 2.490 0.00
H -2.286 -1.987 5.344 0.00
H -3.824 -0.063 5.346 0.00
H -5.256 0.385 3.378 0.00
H -5.185 -1.124 1.438 0.00
H -3.661 -3.065 1.431 0.00
H 3.287 -1.589 0.639 0.01
H 5.544 -0.628 0.346 0.00
H 5.879 1.813 0.510 0.00
H 3.966 3.299 0.992 0.00
H 1.712 2.351 1.281 0.01
C 0.154 -3.722 -4.805 0.00
N 0.106 -4.400 -3.515 0.00
C 0.622 -5.654 -3.256 0.00
C 0.380 -5.930 -1.956 0.00
N -0.281 -4.835 -1.444 0.00
C -0.447 -3.904 -2.401 0.00
S -1.289 -2.405 -2.292 0.01
H 0.922 -4.203 -5.404 0.00
H 0.407 -2.675 -4.647 0.00
H -0.813 -3.800 -5.298 0.00
H 1.111 -6.229 -4.019 0.00
H 0.610 -6.791 -1.360 0.00
H -0.649 -4.746 -0.508 0.00
C 1.512 -0.055 -2.172 -0.01
C 2.413 0.713 -2.464 0.00
C 3.508 1.595 -2.721 0.01
C 3.332 2.975 -2.634 0.00
C 4.411 3.823 -2.817 0.00
C 5.668 3.302 -3.092 0.00
C 5.845 1.928 -3.189 0.00
C 4.772 1.074 -3.004 0.00
H 2.350 3.373 -2.415 0.00
H 4.271 4.893 -2.748 0.00
H 6.508 3.966 -3.236 0.00
H 6.822 1.522 -3.411 0.00
H 4.902 0.003 -3.069 0.00
```

# C42H35Cl5IN2OPSSiTb

C42H35Cl5IN2OPSSiTb as an isolated structure (ωB97M-V/def2-TZVPD, OMol25).

Its charge is +1. Its spin multiplicity is 7. As for the lowest unoccupied orbital energy (spin up / spin down): -0.1115 / -0.0931 hartree. The expectation value of S² is 12.6123.

```
90
Properties=species:S:1:pos:R:3:mulliken_spin:R:1
Tb 0.111 0.003 -0.007 6.27
Cl 3.893 -6.360 0.636 0.00
C 3.293 -4.797 0.254 0.00
C 2.241 -4.257 0.992 0.00
Cl 1.516 -5.136 2.271 0.00
C 1.777 -2.996 0.662 0.01
Cl 0.453 -2.266 1.538 -0.01
C 2.308 -2.245 -0.388 -0.01
O 1.783 -1.081 -0.708 -0.05
C 3.364 -2.802 -1.119 0.00
Cl 3.991 -1.903 -2.442 0.00
C 3.852 -4.066 -0.798 0.00
Cl 5.136 -4.734 -1.716 0.00
C -1.801 3.078 4.893 0.00
Si -0.240 2.143 5.340 0.00
C 0.697 3.134 6.628 0.00
C -0.636 0.441 6.009 0.00
C 0.913 1.947 3.841 0.00
C 2.239 2.351 3.923 0.00
C 3.151 2.146 2.886 0.00
C 2.697 1.529 1.746 0.00
N 1.416 1.152 1.627 -0.02
C 0.545 1.325 2.635 -0.03
S -1.082 0.702 2.329 -0.05
H -2.415 3.161 5.792 0.00
H -2.383 2.578 4.126 0.00
H -1.574 4.088 4.551 0.00
H 0.021 3.383 7.447 0.00
H 1.071 4.076 6.224 0.00
H 1.537 2.589 7.058 0.00
H -1.200 0.515 6.939 0.00
H 0.275 -0.122 6.216 0.00
H -1.231 -0.134 5.299 0.00
H 2.589 2.842 4.824 0.00
H 4.183 2.451 2.975 0.00
H 3.340 1.320 0.900 0.00
I 0.720 0.942 -3.001 -0.01
C 0.086 2.771 -3.823 0.00
C 0.821 3.079 -4.941 0.00
C 0.521 4.193 -5.740 0.00
C -0.552 4.956 -5.408 0.00
C -1.326 4.672 -4.259 0.00
C -2.434 5.518 -4.009 0.00
C -3.228 5.320 -2.925 0.00
C -2.895 4.294 -2.033 0.00
C -1.825 3.443 -2.207 0.00
P -1.560 2.409 -0.687 -0.06
C -1.164 3.726 0.503 -0.01
C -2.094 4.438 1.255 0.00
C -1.673 5.444 2.109 0.00
C -0.324 5.754 2.218 0.00
C 0.606 5.061 1.460 0.00
C 0.187 4.052 0.608 0.00
C -3.248 1.775 -0.416 0.00
C -3.863 1.662 0.828 0.00
C -5.099 1.042 0.946 0.00
C -5.731 0.510 -0.167 0.00
C -5.120 0.603 -1.411 0.00
C -3.893 1.231 -1.533 0.00
C -1.012 3.582 -3.386 0.00
H 1.646 2.445 -5.237 0.00
H 1.121 4.410 -6.611 0.00
H -0.840 5.805 -6.014 0.00
H -2.631 6.321 -4.707 0.00
H -4.082 5.953 -2.726 0.00
H -3.510 4.189 -1.150 0.00
H -3.152 4.229 1.179 0.00
H -2.404 5.990 2.691 0.00
H -0.002 6.539 2.889 0.00
H 1.659 5.301 1.530 0.00
H 0.925 3.517 0.016 0.00
H -3.374 2.027 1.719 0.00
H -5.566 0.973 1.919 0.00
H -6.695 0.029 -0.070 0.00
H -5.605 0.199 -2.289 0.00
H -3.447 1.324 -2.518 0.00
N -1.825 -1.371 -1.053 -0.02
C -1.376 -2.732 -1.217 -0.01
C -1.878 -3.738 -0.404 0.00
C -1.344 -5.015 -0.486 0.00
C -0.330 -5.295 -1.391 0.00
C 0.146 -4.293 -2.222 0.00
C -0.367 -3.007 -2.131 0.00
H -2.643 -1.321 -0.450 0.00
H -2.105 -0.952 -1.935 0.00
H -2.665 -3.522 0.310 0.00
H -1.723 -5.793 0.161 0.00
H 0.083 -6.293 -1.450 0.00
H 0.930 -4.502 -2.938 0.00
H 0.026 -2.221 -2.767 0.00
```

# C3H3O3Pr

C3H3O3Pr as an isolated structure at a distorted geometry (ωB97M-V/def2-TZVPD, OMol25).

Its charge is +1. Its spin multiplicity is 4. As for the lowest unoccupied orbital energy (spin up / spin down): -0.2148 / -0.2162 hartree. The relative energy (zero: lowest compared OMol25 entry of this formula, charge and spin) comes out at 64.0 kJ/mol. The expectation value of S² is 3.7522.

```
10
Properties=species:S:1:pos:R:3:nbo_charge:R:1
O -1.403 0.207 -0.207 -0.59
C -0.234 -0.522 -0.375 0.98
O 0.564 -0.253 0.574 -0.96
C -3.730 0.351 -0.400 -0.47
H -3.707 1.430 -0.243 0.20
H -4.695 -0.147 -0.461 0.23
C -2.624 -0.386 -0.364 0.12
O -0.089 -1.271 -1.322 -0.57
Pr 0.518 1.304 2.347 1.86
H -2.611 -1.477 -0.385 0.21
```

# C32H34BrN8O7P2S3Ti

C32H34BrN8O7P2S3Ti as an isolated structure at a distorted geometry (ωB97M-V/def2-TZVPD, OMol25).

Its spin multiplicity is 2. As for the lowest unoccupied orbital energy (spin up / spin down): -0.0403 / -0.0419 hartree. The relative energy (zero: lowest compared OMol25 entry of this formula, charge and spin) comes out at 193.8 kJ/mol. The expectation value of S² is 0.7601.

```
88
Properties=species:S:1:pos:R:3:mulliken_spin:R:1
Ti 0.371 0.141 0.198 0.85
S -3.292 -0.885 -6.429 0.00
N -3.342 0.324 -5.338 0.00
C -2.456 0.072 -4.387 0.00
C -2.186 0.891 -3.245 -0.02
C -2.813 2.104 -3.033 0.05
C -2.439 2.847 -1.920 -0.02
C -1.492 2.333 -1.053 0.06
N -0.909 1.139 -1.176 0.00
C -1.225 0.411 -2.301 0.04
C -0.572 -0.822 -2.487 0.04
N 0.273 -1.243 -1.500 -0.01
C 0.929 -2.373 -1.690 0.02
C 0.825 -3.161 -2.830 0.00
C -0.056 -2.779 -3.832 0.01
C -0.781 -1.612 -3.662 0.01
C -1.754 -1.153 -4.599 0.00
N -2.137 -1.777 -5.704 0.00
H -3.558 2.452 -3.732 0.00
H -2.860 3.820 -1.727 0.00
H -1.200 2.926 -0.200 0.01
H 1.595 -2.678 -0.898 0.01
H 1.416 -4.058 -2.918 0.00
H -0.193 -3.362 -4.728 0.00
S 1.448 0.505 2.339 -0.02
C 0.381 1.095 3.597 0.01
C 0.844 1.269 4.896 0.00
C 0.012 1.798 5.865 0.00
C -1.296 2.136 5.552 0.00
C -1.771 1.954 4.267 0.00
C -0.936 1.444 3.279 0.01
S -1.454 1.315 1.618 -0.03
H 1.865 1.008 5.122 0.00
H 0.386 1.958 6.864 0.00
H -1.945 2.555 6.306 0.00
H -2.783 2.221 4.009 0.00
C 4.604 -0.692 -1.787 0.00
C 4.494 -0.082 -0.409 0.00
O 5.761 0.304 0.050 0.00
P 3.772 -1.264 0.784 0.00
O 4.149 -0.754 2.243 0.00
O 4.721 -2.535 0.609 0.00
O 2.336 -1.608 0.661 0.00
P 3.331 1.368 -0.467 0.00
O 3.547 1.880 1.072 0.00
O 3.753 2.423 -1.396 0.00
O 1.939 0.751 -0.598 0.01
H 5.279 -1.547 -1.775 0.00
H 4.985 0.066 -2.472 0.00
H 3.611 -1.002 -2.109 0.00
H 5.691 0.571 0.976 0.00
H 3.425 -0.196 2.592 0.00
H 4.622 -3.166 1.322 0.00
H 3.913 2.765 1.049 0.00
Br 1.165 2.958 -2.780 0.00
C 1.199 3.910 -1.149 0.00
C 1.255 5.296 -1.193 0.00
C 1.197 5.980 0.008 0.00
C 1.104 5.260 1.193 0.00
C 1.078 3.876 1.120 0.00
N 1.109 3.217 -0.032 -0.02
H 1.319 5.804 -2.141 0.00
H 1.213 7.060 0.016 0.00
H 1.035 5.753 2.149 0.00
H 1.021 3.263 2.014 0.00
C -4.139 -2.762 -0.872 0.00
C -3.959 -1.269 -0.673 0.00
N -2.615 -1.033 -0.198 0.00
C -1.913 -1.894 0.589 -0.01
N -0.750 -1.484 1.034 -0.01
C -0.172 -2.316 2.086 -0.01
C -0.275 -3.790 1.716 0.00
C -1.748 -4.140 1.590 0.00
N -2.449 -3.116 0.843 0.00
C -3.808 -3.434 0.452 0.00
H -3.454 -3.114 -1.643 0.00
H -5.159 -2.991 -1.168 0.00
H -4.700 -0.892 0.046 0.00
H -4.084 -0.725 -1.612 0.00
H -2.391 -0.063 0.010 0.01
H -0.716 -2.120 3.023 0.00
H 0.869 -2.026 2.226 0.01
H 0.191 -4.420 2.474 0.00
H 0.231 -3.934 0.760 0.00
H -2.201 -4.231 2.587 0.00
H -1.877 -5.097 1.068 0.00
H -4.515 -3.104 1.227 0.00
H -3.888 -4.521 0.363 0.00
```

# C18H19NO5

One molecule with the formula C18H19NO5 at a distorted geometry (ωB97M-V/def2-TZVPD, OMol25).

As for the lowest unoccupied orbital energy: 0.0111 hartree. The relative energy (zero: lowest compared OMol25 entry of this formula, charge and spin) comes out at 80.5 kJ/mol. The structure (SMILES) is CC(C)[C@@H](NC(=O)c1ccco1)C(=O)OCC(=O)c1ccccc1.

```
43
Properties=species:S:1:pos:R:3:nbo_charge:R:1
C 4.076 -0.319 -1.892 -0.61
C 2.654 -0.832 -1.675 -0.23
C 2.223 -1.700 -2.854 -0.60
C 1.689 0.356 -1.510 -0.13
N 0.289 -0.024 -1.576 -0.60
C -0.274 -0.912 -0.713 0.64
O 0.351 -1.662 0.009 -0.61
C -1.746 -0.915 -0.755 0.15
C -2.634 -1.804 -0.208 -0.23
C -3.921 -1.303 -0.496 -0.32
C -3.725 -0.147 -1.191 0.12
O -2.419 0.096 -1.358 -0.40
C 1.916 1.124 -0.202 0.81
O 2.827 0.996 0.566 -0.59
O 0.915 1.999 -0.043 -0.52
C 0.914 2.836 1.109 -0.18
C -0.432 2.737 1.828 0.56
O -1.059 3.739 2.084 -0.52
C -0.911 1.383 2.161 -0.20
C -2.291 1.195 2.282 -0.16
C -2.800 -0.043 2.615 -0.22
C -1.939 -1.105 2.847 -0.19
C -0.569 -0.925 2.742 -0.20
C -0.053 0.310 2.397 -0.13
H 4.400 0.286 -1.051 0.23
H 4.757 -1.159 -1.991 0.21
H 4.134 0.278 -2.800 0.19
H 2.619 -1.427 -0.760 0.24
H 1.251 -2.149 -2.672 0.22
H 2.172 -1.111 -3.768 0.20
H 2.943 -2.501 -3.001 0.21
H 1.864 1.067 -2.327 0.23
H -0.338 0.631 -2.018 0.41
H -2.380 -2.698 0.320 0.24
H -4.860 -1.739 -0.226 0.23
H -4.412 0.564 -1.607 0.21
H 1.062 3.870 0.780 0.22
H 1.735 2.546 1.776 0.23
H -2.943 2.037 2.104 0.23
H -3.868 -0.182 2.699 0.22
H -2.336 -2.071 3.118 0.21
H 0.102 -1.750 2.919 0.22
H 1.018 0.430 2.337 0.22
```